Entry 1:
Entry from the OMol25 dataset: C5H4GdO4 as an isolated structure in a non-equilibrium geometry (ωB97M-V with the def2-TZVPD basis set).

For the HOMO-LUMO gap (spin up / spin down), the calculation gives 0.382 / 0.131 hartree. The value obtained for the LUMO energy (spin up / spin down) is -15.5 / -19.5 eV. The largest force on an atom comes out at 10.3 eV Å⁻¹. Its HOMO energy (spin up / spin down) is -25.894 / -23.019 eV. Its electronic energy is -1257.3010 hartree. The multiplicity is 9. The total charge is +4.

Geometry (Å):
C (2.4765, 2.7135, 1.5585)
C (3.6039, 2.3807, 1.2582)
H (2.5914, 1.9804, 2.5603)
H (1.8187, -0.2290, 0.0924)
O (-0.4003, 0.0915, -0.1277)
C (0.3177, -0.5729, -1.0407)
O (-0.2057, -1.1100, -2.0062)
O (1.5583, -0.6522, -0.7613)
Gd (0.2792, -2.3949, -4.0057)
C (-2.0570, -0.7043, 0.4861)
C (-1.8785, 0.2815, -0.3450)
O (-2.5714, -1.4461, 1.3150)
H (-2.5723, 0.6748, -1.0927)
H (-2.9603, -1.0130, 2.1089)


Entry 2:
Entry from the OMol25 dataset: a 2-piece molecular cluster, C6H7N overall in a non-equilibrium geometry (ωB97M-V with the def2-TZVPD basis set).

For the HOMO-LUMO gap, the calculation gives 0.343 hartree. The value obtained for the LUMO energy is 0.9 eV. The largest force on an atom comes out at 3.5 eV Å⁻¹. Its HOMO energy is -8.464 eV. The energy relative to the best compared isomer or geometry (same formula, charge and spin) is 6.112 eV. Its electronic energy is -287.3626 hartree. As for the structure (SMILES): N=C=C1CC1.C#C. The total charge is 0.

Geometry (Å):
C (0.9922, 0.6071, -1.1077)
C (-2.8643, 1.6434, 1.0790)
C (-2.3927, 1.3693, 0.0431)
C (0.1720, -1.6638, 0.0017)
C (1.5470, -1.2205, 0.6735)
C (0.8119, -0.3608, -0.3062)
N (1.3529, 1.7422, -1.3821)
H (-3.0255, 1.7204, 2.0715)
H (1.9654, 2.0155, -2.1136)
H (-2.2901, 0.9364, -0.9237)
H (0.2493, -2.5644, -0.6470)
H (-0.6806, -1.7172, 0.7562)
H (1.7232, -0.9933, 1.6991)
H (2.4392, -1.5142, 0.1564)


Entry 3:
Entry from the OMol25 dataset: a 15-piece molecular cluster, C2H33O15 overall in a non-equilibrium geometry (ωB97M-V with the def2-TZVPD basis set).

For the HOMO-LUMO gap, the calculation gives 0.309 hartree. The value obtained for the LUMO energy is 2.4 eV. The largest force on an atom comes out at 3.9 eV Å⁻¹. Its HOMO energy is -6.052 eV. The energy relative to the best compared isomer or geometry (same formula, charge and spin) is 1.134 eV. Its electronic energy is -1224.6479 hartree. The total charge is -1.

Geometry (Å):
C (1.3989, 0.7104, -0.2125)
C (0.1149, -0.0596, -0.2455)
O (-0.5201, 0.2574, 0.9245)
H (1.9289, 0.5734, -1.1115)
H (2.0279, 0.4234, 0.6485)
H (1.3409, 1.8194, -0.0535)
H (0.4039, -1.1236, -0.2005)
H (-0.5201, 0.1724, -1.1265)
O (0.9309, -3.6756, -1.1395)
H (1.5649, -3.4226, -0.4715)
H (1.1149, -4.5976, -1.2375)
O (-3.3971, -0.7706, -1.5545)
H (-3.3811, -0.0396, -0.9295)
H (-2.8761, -1.4816, -1.1585)
O (2.7799, -2.6796, 0.5675)
H (3.2429, -1.9006, 0.3155)
H (2.1769, -2.3266, 1.2645)
O (1.2009, -1.2916, 2.3095)
H (1.5019, -0.7196, 3.0205)
H (0.6329, -0.7586, 1.7355)
O (-2.1601, -1.3866, 1.6315)
H (-2.9991, -1.0406, 1.3645)
H (-1.4381, -0.7646, 1.3545)
O (0.7199, -1.5846, -3.1885)
H (1.2419, -1.9146, -2.4475)
H (0.3449, -2.3646, -3.5865)
O (3.9879, 0.2124, 2.9825)
H (3.1889, 0.6914, 3.1595)
H (4.4529, 0.8394, 2.5015)
O (0.6389, 5.0314, 1.0615)
H (1.2309, 5.2494, 1.8245)
H (0.3349, 4.1704, 1.3435)
O (0.5759, 2.3114, 2.3965)
H (1.5279, 2.4864, 2.2885)
H (0.2879, 1.6764, 1.7685)
O (-1.1461, 2.6314, -2.9495)
H (-1.9991, 2.5714, -3.2465)
H (-0.8031, 1.8604, -3.3995)
O (-1.3591, 2.5014, -0.3055)
H (-1.2651, 2.5314, -1.2895)
H (-1.0581, 1.6204, 0.0295)
O (-2.6521, 1.2974, 2.7385)
H (-3.4051, 0.8334, 3.1365)
H (-2.0191, 0.6954, 2.3525)
O (-1.5831, -0.3216, -3.7015)
H (-0.7381, -0.7876, -3.5195)
H (-2.0421, -0.4026, -2.8955)
O (-1.5091, -2.6856, -1.1295)
H (-0.5941, -2.9796, -1.2095)
H (-1.4271, -2.0896, -0.4085)


Entry 4:
Entry from the OMol25 dataset: C21H61O10S9Tl as an isolated structure in a non-equilibrium geometry (ωB97M-V with the def2-TZVPD basis set).

For the HOMO-LUMO gap, the calculation gives 0.256 hartree. The value obtained for the LUMO energy is -6.4 eV. The largest force on an atom comes out at 11.3 eV Å⁻¹. Its HOMO energy is -13.332 eV. The energy relative to the best compared isomer or geometry (same formula, charge and spin) is 27.113 eV. Its electronic energy is -5343.2813 hartree. The total charge is +2.

Geometry (Å):
Tl (0.2228, 1.4702, -3.0164)
C (-0.6467, 0.5075, 0.4659)
C (0.7320, 0.3044, -0.0289)
C (1.1370, -1.2063, 0.1224)
O (0.8529, 0.5812, -1.4080)
H (-0.6875, 0.0968, 1.4747)
H (-1.3942, -0.0457, -0.1027)
H (-1.0059, 1.5221, 0.6379)
H (1.4811, 0.8552, 0.5399)
H (0.6907, -1.9794, -0.5030)
H (0.9258, -1.4740, 1.1577)
H (2.1945, -1.4602, 0.0489)
C (-2.9675, -1.8655, 2.5795)
S (-1.1671, -1.8431, 2.1429)
O (-0.4500, -2.8384, 3.0739)
C (-1.0620, -2.6030, 0.4043)
H (-2.9847, -1.7183, 3.6594)
H (-3.5363, -2.7812, 2.4178)
H (-3.4887, -1.0661, 2.0528)
H (-0.0802, -3.0748, 0.3662)
H (-1.2806, -1.8654, -0.3679)
H (-1.7218, -3.4650, 0.3055)
C (-2.6724, 0.5806, 3.6248)
S (-2.3376, 1.0643, 1.8677)
O (-3.2276, 0.2809, 0.8878)
C (-2.8625, 2.8212, 1.8647)
H (-2.9498, -0.4666, 3.7446)
H (-3.3532, 1.2650, 4.1311)
H (-1.7014, 0.7868, 4.0752)
H (-1.9799, 3.3388, 1.4889)
H (-2.8842, 3.2614, 2.8616)
H (-3.7181, 3.0780, 1.2402)
C (3.5809, 0.2754, -0.5254)
S (3.3755, 1.2215, 1.0484)
O (4.8214, 1.6650, 1.3240)
C (2.5894, 2.7092, 0.2628)
H (2.6373, 0.0736, -1.0325)
H (4.1487, -0.6473, -0.4056)
H (4.2532, 0.8254, -1.1838)
H (1.9164, 2.3260, -0.5043)
H (3.3636, 3.2064, -0.3217)
H (2.1812, 3.4782, 0.9187)
C (-3.8409, 1.7468, -1.3003)
S (-2.7209, 0.6238, -2.2397)
O (-1.2995, 1.0257, -2.0174)
C (-2.9241, -0.8239, -1.1336)
H (-3.8733, 2.7987, -1.5841)
H (-3.6649, 1.6719, -0.2273)
H (-4.7860, 1.2208, -1.4352)
H (-2.4040, -1.7403, -1.4123)
H (-3.9936, -0.9563, -0.9699)
H (-2.4507, -0.6097, -0.1754)
C (3.3562, -0.5663, -5.1111)
S (3.1022, 0.1989, -3.4128)
O (1.9875, 1.2279, -3.4751)
C (2.3802, -1.3648, -2.6624)
H (2.5456, -0.9980, -5.6982)
H (4.1416, -1.3055, -4.9538)
H (3.8386, 0.1522, -5.7739)
H (1.5367, -1.7883, -3.2076)
H (1.9651, -1.1128, -1.6865)
H (3.1119, -2.1723, -2.6367)
C (-1.8037, 2.8059, -0.4717)
S (0.0563, 2.8426, -0.4127)
O (0.5205, 3.0293, -1.8733)
C (0.2493, 4.5508, 0.3749)
H (-2.1332, 2.1590, 0.3413)
H (-2.1744, 2.4216, -1.4219)
H (-2.2741, 3.7501, -0.1973)
H (-0.4283, 5.0183, 1.0893)
H (0.1956, 5.3334, -0.3819)
H (1.2185, 4.5970, 0.8714)
C (-0.0104, -2.6731, -2.1892)
S (-0.1280, -1.7047, -3.8046)
O (-0.0781, -0.2384, -3.4909)
C (-1.9469, -2.1124, -3.9339)
H (-0.5847, -2.3360, -1.3263)
H (1.0537, -2.5835, -1.9710)
H (-0.2706, -3.7100, -2.4020)
H (-2.3942, -1.5920, -4.7808)
H (-2.5668, -1.8064, -3.0912)
H (-2.0796, -3.1932, -3.9817)
C (0.3960, 0.6347, 3.3646)
S (0.0382, 2.3999, 3.0011)
O (-1.2578, 2.8338, 3.7557)
C (1.5286, 3.2942, 3.5759)
H (-0.0643, -0.1426, 2.7547)
H (0.2687, 0.4323, 4.4281)
H (1.4344, 0.4665, 3.0789)
H (1.5262, 4.2917, 3.1364)
H (2.4997, 2.8349, 3.3913)
H (1.3259, 3.4732, 4.6318)
C (2.6123, -3.0834, -0.1614)
S (1.2760, -4.2227, 0.1897)
O (1.5983, -5.4354, -0.6377)
C (1.5851, -4.5485, 1.9553)
H (3.5436, -3.6459, -0.2282)
H (2.7071, -2.3173, 0.6081)
H (2.5327, -2.4767, -1.0634)
H (1.8715, -3.5872, 2.3818)
H (2.4137, -5.2542, 2.0162)
H (0.7913, -4.9292, 2.5980)


Entry 5:
Entry from the OMol25 dataset: C28H16Cl4N6O4Sn as an isolated structure (ωB97M-V with the def2-TZVPD basis set).

For the HOMO-LUMO gap, the calculation gives 0.252 hartree. The value obtained for the LUMO energy is -7.2 eV. The largest force on an atom comes out at 0.4 eV Å⁻¹. Its HOMO energy is -14.009 eV. The energy relative to the best compared isomer or geometry (same formula, charge and spin) is 0.581 eV. Its electronic energy is -3760.6306 hartree. The total charge is +2.

Geometry (Å):
Sn (-0.6876, -0.0016, -0.1861)
N (-2.4217, 0.0002, 3.0936)
C (-2.1196, 1.2758, 2.6385)
C (-2.5793, 2.3525, 3.4056)
C (-2.2902, 3.6325, 3.0066)
C (-1.5474, 3.8420, 1.8419)
C (-1.1441, 2.7403, 1.1445)
N (-1.4141, 1.4673, 1.5261)
C (-2.1210, -1.2760, 2.6393)
C (-2.5826, -2.3517, 3.4065)
C (-2.2947, -3.6323, 3.0086)
C (-1.5512, -3.8432, 1.8445)
C (-1.1461, -2.7424, 1.1468)
N (-1.4150, -1.4688, 1.5275)
H (-2.9561, 0.0008, 3.9462)
H (-3.1568, 2.1675, 4.3038)
H (-2.6412, 4.4725, 3.5923)
H (-1.3030, 4.8348, 1.4930)
H (-0.5818, 2.8511, 0.2234)
H (-3.1606, -2.1656, 4.3043)
H (-2.6471, -4.4716, 3.5944)
H (-1.3076, -4.8365, 1.4964)
H (-0.5833, -2.8544, 0.2262)
O (6.8024, 0.0000, -2.2385)
N (6.6296, -0.0003, -1.0372)
O (7.5095, 0.0086, -0.2103)
C (5.2197, 0.0001, -0.5394)
C (5.0777, -0.0012, 0.7913)
C (3.7824, -0.0018, 1.3972)
C (3.6332, -0.0031, 2.7933)
C (2.3778, -0.0035, 3.3351)
C (1.2852, -0.0028, 2.4695)
N (1.3899, -0.0018, 1.1475)
C (2.6386, -0.0011, 0.5965)
C (2.8033, 0.0009, -0.8454)
N (1.6732, 0.0024, -1.5784)
C (1.7509, 0.0046, -2.8930)
C (2.9680, 0.0056, -3.5704)
C (4.1288, 0.0041, -2.8448)
C (4.0806, 0.0015, -1.4321)
H (5.9613, -0.0019, 1.4139)
H (4.5139, -0.0037, 3.4252)
H (2.2216, -0.0044, 4.4049)
H (0.2779, -0.0033, 2.8684)
H (0.8114, 0.0057, -3.4366)
H (2.9928, 0.0075, -4.6515)
H (5.0797, 0.0048, -3.3481)
Cl (-4.7507, -1.5330, -6.3992)
C (-4.0362, -0.7512, -5.0850)
C (-4.0354, 0.7496, -5.0853)
Cl (-4.7491, 1.5316, -6.3998)
C (-3.4837, 1.4659, -4.0918)
Cl (-3.4581, 3.1673, -4.0662)
C (-2.8793, 0.7771, -2.9583)
O (-2.3674, 1.3446, -2.0216)
C (-2.8805, -0.7789, -2.9578)
O (-2.3697, -1.3467, -2.0204)
C (-3.4855, -1.4676, -4.0911)
Cl (-3.4619, -3.1690, -4.0647)


Entry 6:
Entry from the OMol25 dataset: C34H34AsF6N5O5W as an isolated structure in a non-equilibrium geometry (ωB97M-V with the def2-TZVPD basis set).

For the HOMO-LUMO gap (spin up / spin down), the calculation gives 0.180 / 0.163 hartree. The value obtained for the LUMO energy (spin up / spin down) is -10.7 / -11.1 eV. The largest force on an atom comes out at 3.4 eV Å⁻¹. Its HOMO energy (spin up / spin down) is -15.549 / -15.548 eV. The energy relative to the best compared isomer or geometry (same formula, charge and spin) is 2.398 eV. Its electronic energy is -4867.1521 hartree. The multiplicity is 2. The total charge is +3.

Geometry (Å):
W (-0.0884, 0.0557, -0.4588)
C (2.0997, -3.4356, 0.4418)
C (0.7826, -2.7606, 0.3042)
O (0.8141, -1.4406, 0.2886)
C (-0.4168, -3.4045, 0.2814)
C (-1.6303, -2.6890, 0.3490)
C (-2.8888, -3.3389, 0.7833)
N (-1.6068, -1.3839, 0.1010)
N (-2.7632, -0.7162, 0.3836)
C (-2.5244, 0.5102, 0.7421)
O (-1.2212, 0.8738, 0.7816)
C (-3.6062, 1.4168, 1.0618)
C (-4.9200, 0.9232, 1.1046)
C (-5.9634, 1.7832, 1.3726)
C (-5.7169, 3.1344, 1.5963)
C (-4.4163, 3.6250, 1.5638)
C (-3.3624, 2.7709, 1.3049)
H (2.8762, -2.8522, -0.0528)
H (2.0699, -4.4397, 0.0257)
H (2.3713, -3.5181, 1.4977)
H (-0.4463, -4.4804, 0.3720)
H (-2.8104, -4.4218, 0.7505)
H (-3.7265, -2.9950, 0.1779)
H (-3.1089, -3.0388, 1.8121)
H (-5.1033, -0.1269, 0.9287)
H (-6.9750, 1.4030, 1.4066)
H (-6.5378, 3.8064, 1.8069)
H (-4.2286, 4.6743, 1.7437)
H (-2.3490, 3.1459, 1.3028)
C (7.6826, 0.5401, -3.5370)
O (6.2494, 0.5897, -3.3712)
C (5.5241, 1.2662, -4.2295)
C (6.0274, 1.9357, -5.3486)
C (5.1712, 2.6304, -6.1644)
C (3.7874, 2.7106, -5.8644)
C (3.2658, 2.0536, -4.7777)
C (4.1029, 1.2871, -3.9560)
N (3.6869, 0.6162, -2.8342)
C (2.4253, 0.1683, -2.5213)
N (1.6173, -0.1441, -3.5343)
C (0.2564, -0.4601, -3.5716)
C (-0.6020, -0.4858, -2.4579)
C (-1.9659, -0.7071, -2.7354)
C (-2.4265, -0.9444, -4.0111)
C (-1.5506, -0.9675, -5.0894)
C (-0.2070, -0.7146, -4.8785)
O (0.7398, -0.6656, -5.8343)
C (0.3515, -0.8710, -7.1994)
N (2.0072, 0.0289, -1.2875)
C (2.7443, 0.3553, -0.1187)
C (1.9806, 0.9559, 0.8960)
C (2.4748, 1.2081, 2.1599)
C (3.7891, 0.8688, 2.4316)
C (4.5706, 0.2825, 1.4505)
C (4.0649, 0.0043, 0.1834)
O (4.7770, -0.6373, -0.7835)
C (6.1021, -1.0953, -0.4757)
H (8.0645, -0.0399, -2.7048)
H (8.1079, 1.5428, -3.5105)
H (7.9453, 0.0490, -4.4736)
H (7.0844, 1.9219, -5.5684)
H (5.5677, 3.1491, -7.0273)
H (3.1413, 3.3163, -6.4854)
H (2.2228, 2.1845, -4.5270)
H (4.4276, 0.3416, -2.1780)
H (2.0270, -0.1580, -4.4617)
H (-2.7038, -0.6665, -1.9455)
H (-3.4808, -1.1152, -4.1781)
H (-1.9280, -1.1699, -6.0818)
H (1.2653, -0.8025, -7.7798)
H (-0.3498, -0.1007, -7.5224)
H (-0.0909, -1.8574, -7.3372)
H (0.9637, 1.3342, 0.6717)
H (1.8580, 1.6787, 2.9132)
H (4.2042, 1.0538, 3.4121)
H (5.5931, 0.0230, 1.6850)
H (6.4596, -1.5728, -1.3826)
H (6.0841, -1.8283, 0.3305)
H (6.7523, -0.2628, -0.2056)
F (0.6138, 1.9279, -1.6018)
As (-0.6722, 3.4231, -1.5287)
F (-0.3528, 3.2053, 0.1648)
F (0.6223, 4.4967, -1.6181)
F (-1.9859, 4.4302, -1.3385)
F (-0.7462, 3.1896, -3.2040)
F (-1.6685, 1.8542, -1.4246)